(1)
The following is a quantum chemistry calculation of 3 unconnected molecules or ions with the total composition C5H14O3 at a distorted geometry, from the Open Molecules 2025 dataset.

Calculated values
LUMO (spin up / spin down), eV: -5.14 / -8.95
ΔE to the lowest compared entry with this formula, charge and spin, kcal per mole: 52.2
Largest force on an atom, eV Å⁻¹: 3.9
2S+1: 2
Total charge: +1
Gap between HOMO and LUMO (spin up / spin down), eV: 9.43 / 5.49
HOMO energy (spin up / spin down), eV: -14.57 / -14.43

Cartesian coordinates (Å):
C 1.896 1.886 -0.595
O 2.993 1.944 0.360
C 1.959 0.409 -0.893
C 1.671 -0.419 0.280
C 0.267 -0.571 0.647
C -0.927 -0.239 0.006
H 1.115 2.194 0.050
H 2.038 2.699 -1.234
H 3.451 2.757 0.339
H 3.017 0.323 -1.170
H 1.288 -0.003 -1.728
H 2.330 -1.427 0.293
H 2.232 0.142 1.066
H 0.173 -1.196 1.572
H -1.821 -0.405 0.529
H -1.024 -0.056 -1.052
H -4.044 -0.730 1.722
H -2.996 0.038 1.345
O -3.206 -0.568 2.117
H -2.967 -2.279 -0.690
H -3.968 -1.849 -1.532
O -3.478 -2.651 -1.433

***

(2)
The following is a quantum chemistry calculation of 2 unconnected molecules or ions with the total composition C5H14OS at a distorted geometry, from the Open Molecules 2025 dataset.

Calculated values
LUMO, eV: 0.76
ΔE to the lowest compared entry with this formula, charge and spin, kcal per mole: 6.3
Largest force on an atom, eV Å⁻¹: 1.6
2S+1: 1
Gap between HOMO and LUMO, eV: 8.99
HOMO energy, eV: -8.24

Cartesian coordinates (Å):
C 2.154 0.886 -1.153
C 0.738 0.911 -1.685
C -0.296 1.618 -0.816
C -0.229 1.182 0.653
S -0.325 -0.605 0.844
C -0.736 -0.687 2.581
H 2.262 0.334 -0.213
H 2.737 0.227 -1.799
H 2.647 1.858 -1.143
H 0.503 -0.122 -1.966
H 0.818 1.393 -2.667
H -1.276 1.598 -1.284
H -0.018 2.678 -0.766
H 0.686 1.579 1.098
H -1.043 1.629 1.230
H -0.649 -1.678 3.025
H -1.757 -0.399 2.853
H -0.051 -0.016 3.104
O -1.964 -3.995 -0.273
H -2.766 -4.440 -0.515
H -1.435 -3.952 -1.106

***

(3)
The following is a quantum chemistry calculation of 2 unconnected molecules or ions with the total composition C5H14OS, from the Open Molecules 2025 dataset.

Calculated values
LUMO, eV: 0.69
ΔE to the lowest compared entry with this formula, charge and spin, kcal per mole: 0.7
Largest force on an atom, eV Å⁻¹: 1.0
2S+1: 1
Gap between HOMO and LUMO, eV: 9.07
HOMO energy, eV: -8.39

Cartesian coordinates (Å):
C 0.923 0.258 -2.047
C 0.363 -0.861 -1.163
C 0.427 -0.511 0.324
C -0.640 0.463 0.834
S -2.292 0.301 0.133
C -2.827 -1.223 0.959
H 1.945 0.448 -1.736
H 0.346 1.171 -1.919
H 0.892 0.006 -3.113
H -0.651 -1.137 -1.439
H 0.960 -1.767 -1.321
H 0.380 -1.459 0.875
H 1.389 -0.049 0.539
H -0.389 1.460 0.474
H -0.639 0.457 1.919
H -2.781 -1.074 2.048
H -3.852 -1.441 0.685
H -2.125 -2.019 0.719
O 2.622 2.391 0.755
H 3.511 2.736 0.945
H 2.439 1.849 1.529

***

(4)
The following is a quantum chemistry calculation of 2 unconnected molecules or ions with the total composition C5H14OS2 at a distorted geometry, from the Open Molecules 2025 dataset.

Calculated values
LUMO, eV: 0.76
ΔE to the lowest compared entry with this formula, charge and spin, kcal per mole: 3.5
Largest force on an atom, eV Å⁻¹: 1.9
2S+1: 1
Gap between HOMO and LUMO, eV: 9.72
HOMO energy, eV: -8.96

Cartesian coordinates (Å):
C -0.267 2.681 -2.345
C 0.708 1.919 -1.418
C -0.014 1.515 -0.161
S 1.009 0.685 1.062
S -0.237 -0.181 2.303
C -0.590 -1.828 1.548
C -1.739 -2.564 2.195
H -0.604 3.568 -1.805
H 0.184 3.011 -3.278
H -1.126 2.055 -2.551
H 1.147 1.083 -1.973
H 1.557 2.583 -1.241
H -0.878 0.875 -0.364
H -0.487 2.398 0.286
H 0.289 -2.476 1.488
H -0.760 -1.635 0.484
H -1.977 -3.456 1.612
H -1.510 -2.893 3.208
H -2.632 -1.950 2.208
O 2.512 -2.146 -0.298
H 3.372 -1.963 -0.686
H 2.042 -1.281 -0.273

***

(5)
The following is a quantum chemistry calculation of 2 unconnected molecules or ions with the total composition C5H14S at a distorted geometry, from the Open Molecules 2025 dataset.

Calculated values
LUMO, eV: 1.00
ΔE to the lowest compared entry with this formula, charge and spin, kcal per mole: 21.9
Largest force on an atom, eV Å⁻¹: 2.9
2S+1: 1
Gap between HOMO and LUMO, eV: 9.36
HOMO energy, eV: -8.36

Cartesian coordinates (Å):
C -1.230 -2.276 -0.616
C -0.520 -1.344 -1.636
C 0.943 -1.769 -1.788
H -1.927 -1.637 -0.058
H -0.561 -2.773 0.091
H -1.772 -3.048 -1.168
H -0.608 -0.330 -1.242
H -1.060 -1.265 -2.588
H 1.441 -1.116 -2.505
H 1.437 -1.894 -0.818
H 0.852 -2.807 -2.131
C 1.050 3.410 1.513
S 1.170 1.759 2.181
C -0.439 1.041 1.676
H 0.120 3.905 1.294
H 1.797 3.484 0.724
H 1.541 4.135 2.210
H -0.311 0.314 0.870
H -0.801 0.332 2.433
H -1.123 1.877 1.558

***

(6)
The following is a quantum chemistry calculation of 2 unconnected molecules or ions with the total composition C5H14S at a distorted geometry, from the Open Molecules 2025 dataset.

Calculated values
LUMO, eV: 0.98
ΔE to the lowest compared entry with this formula, charge and spin, kcal per mole: 45.5
Largest force on an atom, eV Å⁻¹: 5.1
2S+1: 1
Gap between HOMO and LUMO, eV: 9.39
HOMO energy, eV: -8.41

Cartesian coordinates (Å):
C -1.509 -0.534 1.062
C -1.506 0.458 -0.217
C -2.848 1.172 -0.700
H -0.564 -0.990 1.004
H -1.625 0.148 1.894
H -2.449 -1.161 0.930
H -0.847 1.305 -0.112
H -1.034 -0.157 -1.068
H -2.804 1.892 -1.426
H -3.368 1.591 0.045
H -3.586 0.483 -1.166
C 3.335 -1.509 -0.528
S 1.597 -1.123 -0.482
C 1.666 0.460 0.509
H 3.774 -0.672 -1.096
H 3.640 -1.422 0.464
H 3.172 -2.452 -0.916
H 0.782 0.521 1.185
H 1.481 1.337 -0.181
H 2.692 0.653 0.798

***

(7)
The following is a quantum chemistry calculation of 2 unconnected molecules or ions with the total composition C5H14S at a distorted geometry, from the Open Molecules 2025 dataset.

Calculated values
LUMO, eV: 0.99
ΔE to the lowest compared entry with this formula, charge and spin, kcal per mole: 47.6
Largest force on an atom, eV Å⁻¹: 5.2
2S+1: 1
Gap between HOMO and LUMO, eV: 9.22
HOMO energy, eV: -8.23

Cartesian coordinates (Å):
C -1.204 -0.957 2.646
C -0.972 -0.986 1.148
S -0.126 -2.403 0.606
C 0.552 -1.476 -0.871
H -0.124 -1.066 3.241
H -1.842 -1.731 2.894
H -1.633 -0.119 3.090
H -2.008 -1.132 0.722
H -0.854 -0.136 0.505
H 1.098 -2.039 -1.656
H -0.249 -1.017 -1.315
H 1.169 -0.792 -0.351
C 0.495 1.616 -2.127
C 1.076 1.816 -0.646
H 1.316 1.356 -2.767
H -0.224 0.887 -2.009
H -0.088 2.505 -2.462
H 1.779 1.068 -0.397
H 1.452 2.806 -0.445
H 0.386 1.798 0.197

***

(8)
The following is a quantum chemistry calculation of a molecular structure, C5H15Cl4CrN5O26 at a distorted geometry, from the Open Molecules 2025 dataset.

Calculated values
LUMO (spin up / spin down), eV: 3.58 / 3.58
Largest force on an atom, eV Å⁻¹: 5.4
2S+1: 5
Total charge: -2
Gap between HOMO and LUMO (spin up / spin down), eV: 7.74 / 7.74
HOMO energy (spin up / spin down), eV: -4.16 / -4.16

Cartesian coordinates (Å):
Cr -0.242 -1.148 0.714
Cl -1.417 2.007 -0.265
O -0.497 1.218 0.471
O -2.015 2.929 0.638
O -0.681 2.871 -1.111
O -2.321 0.985 -0.771
Cl -0.604 -4.838 1.012
O 0.790 -5.229 0.964
O -1.226 -5.425 2.122
O -0.573 -3.418 1.166
O -1.166 -5.175 -0.243
Cl 2.212 -1.386 -1.707
O 3.641 -1.486 -1.645
O 1.576 -2.527 -2.278
O 1.753 -1.303 -0.375
O 1.739 -0.256 -2.460
Cl 2.029 -1.688 3.449
O 2.515 -2.727 2.614
O 1.551 -2.282 4.699
O 3.150 -0.862 3.664
O 0.911 -1.059 2.717
C -2.258 -2.841 -2.878
N -2.252 -2.159 -1.568
O -3.269 -1.979 -0.913
O -1.170 -1.816 -1.211
H -1.879 -3.862 -2.846
H -1.768 -2.251 -3.653
H -3.310 -2.855 -3.163
C 0.414 5.207 2.319
N 1.251 4.044 2.195
O 1.001 3.098 2.988
O 2.090 3.920 1.293
H -0.582 4.870 2.605
H 0.343 5.751 1.377
H 0.862 5.731 3.164
C -4.408 -0.246 2.004
N -2.909 -0.189 2.190
O -2.460 0.617 2.960
O -2.186 -1.051 1.669
H -4.812 0.756 1.858
H -4.760 -0.825 2.858
H -4.634 -0.858 1.131
C -0.212 1.494 -4.548
N -1.599 1.163 -4.701
O -2.400 2.080 -4.514
O -1.919 0.018 -4.981
H 0.214 2.410 -4.956
H 0.330 0.694 -5.053
H -0.107 1.511 -3.464
C 3.837 1.334 0.786
N 5.220 0.984 0.430
O 5.631 1.110 -0.681
O 5.945 0.669 1.382
H 3.968 1.995 1.642
H 3.229 0.456 1.007
H 3.434 1.817 -0.104

***

(9)
The following is a quantum chemistry calculation of a molecular structure, C5H15ClCrN5O14 at a distorted geometry, from the Open Molecules 2025 dataset.

Calculated values
LUMO (spin up / spin down), eV: -6.46 / -5.46
Largest force on an atom, eV Å⁻¹: 3.3
2S+1: 5
Total charge: +1
Gap between HOMO and LUMO (spin up / spin down), eV: 6.54 / 7.54
HOMO energy (spin up / spin down), eV: -13.00 / -13.00

Cartesian coordinates (Å):
Cr -1.704 -2.365 -0.675
Cl -0.251 0.502 -1.698
O -0.521 0.120 -3.059
O -0.391 -0.697 -0.829
O 1.060 1.031 -1.574
O -1.251 1.458 -1.323
C 3.642 -1.653 -0.844
N 2.821 -2.887 -0.768
O 1.901 -3.009 -1.549
O 3.145 -3.700 0.060
H 2.982 -0.794 -0.950
H 4.195 -1.739 -1.777
H 4.240 -1.533 0.047
C 2.378 1.131 1.768
N 2.102 -0.200 2.374
O 1.713 -1.095 1.647
O 2.193 -0.254 3.574
H 2.749 1.085 0.748
H 3.101 1.674 2.365
H 1.408 1.626 1.745
C -0.515 4.644 0.016
N -0.610 4.731 1.499
O -1.695 4.543 2.006
O 0.440 4.762 2.107
H -1.355 4.130 -0.439
H 0.428 4.151 -0.175
H -0.585 5.650 -0.398
C -3.458 0.122 -3.883
N -3.334 -1.261 -3.399
O -2.711 -1.409 -2.330
O -3.629 -2.171 -4.099
H -2.510 0.381 -4.351
H -3.591 0.831 -3.067
H -4.355 0.207 -4.486
C -0.704 -2.666 3.605
N -1.695 -2.485 2.504
O -1.270 -1.986 1.439
O -2.836 -2.784 2.661
H -0.667 -3.733 3.805
H -1.075 -2.125 4.471
H 0.217 -2.230 3.229

***

(10)
The following is a quantum chemistry calculation of a molecular structure, C5H15ClDyINOP at a distorted geometry, from the Open Molecules 2025 dataset.

Calculated values
LUMO (spin up / spin down), eV: -8.71 / -9.43
ΔE to the lowest compared entry with this formula, charge and spin, kcal per mole: 9.5
Largest force on an atom, eV Å⁻¹: 2.9
2S+1: 6
Total charge: +2
Gap between HOMO and LUMO (spin up / spin down), eV: 7.03 / 6.30
HOMO energy (spin up / spin down), eV: -15.74 / -15.74

Cartesian coordinates (Å):
C -1.748 0.739 2.130
I -1.679 -2.155 2.142
H -0.817 0.526 1.599
H -1.576 0.870 3.212
H -2.150 1.698 1.733
Dy 2.649 -0.582 0.053
P 0.304 -0.045 -1.085
C -1.361 -0.708 -1.344
C 0.036 1.539 -1.958
H 2.292 -0.869 -2.433
H 0.726 -0.694 -3.327
H 0.954 -2.105 -2.267
C 1.188 -1.041 -2.396
H 0.896 2.216 -1.892
H -0.183 1.309 -3.012
H -1.576 -0.571 -2.419
H -2.051 -0.156 -0.693
H -0.825 2.044 -1.497
H -1.372 -1.768 -1.071
C -2.771 -0.325 1.986
O -3.961 -0.293 1.815
Cl 3.839 1.498 -0.075
N 2.386 -0.319 2.436
H 2.866 0.462 2.897
H 2.557 -1.140 3.032
H 1.378 -0.129 2.434

***

(11)
The following is a quantum chemistry calculation of a molecular structure, C5H15ClMnO6P at a distorted geometry, from the Open Molecules 2025 dataset.

Calculated values
LUMO (spin up / spin down), eV: -9.70 / -12.16
Largest force on an atom, eV Å⁻¹: 4.7
2S+1: 7
Total charge: +2
Gap between HOMO and LUMO (spin up / spin down), eV: 6.73 / 4.27
HOMO energy (spin up / spin down), eV: -16.43 / -16.43

Cartesian coordinates (Å):
Mn 1.627 1.755 2.746
Cl 2.362 0.226 0.914
C -4.151 2.953 0.269
O -2.878 3.238 0.868
P -1.623 2.227 0.699
O -0.452 2.362 1.649
O -1.282 2.477 -0.877
C 0.058 2.356 -1.357
O -2.264 0.723 0.678
C -1.408 -0.430 0.529
H -4.161 1.917 -0.071
H -4.350 3.674 -0.524
H -4.951 3.115 0.991
H 0.285 3.236 -1.957
H -0.026 1.526 -2.059
H 0.852 2.119 -0.649
H -0.541 -0.287 -0.116
H -1.927 -1.287 0.100
H -1.025 -0.807 1.478
C 3.333 -3.514 -0.117
C 2.007 -3.457 -0.851
O 0.982 -2.778 -0.037
O 4.024 -2.336 -0.206
H 3.944 -4.354 -0.447
H 3.112 -3.677 0.938
H 1.685 -4.464 -1.117
H 1.961 -2.989 -1.834
H 1.299 -1.903 0.200
H 3.508 -1.616 0.162

***

(12)
The following is a quantum chemistry calculation of a molecular structure, C5H15ClN2Si at a distorted geometry, from the Open Molecules 2025 dataset.

Calculated values
LUMO, eV: 0.52
ΔE to the lowest compared entry with this formula, charge and spin, kcal per mole: 65.1
Largest force on an atom, eV Å⁻¹: 4.7
2S+1: 1
Gap between HOMO and LUMO, eV: 8.04
HOMO energy, eV: -7.52

Cartesian coordinates (Å):
C 0.245 3.006 1.929
C 0.677 -3.218 -0.626
C -0.659 -0.012 -2.518
C -0.435 1.547 2.224
C -0.048 -2.016 -0.075
N 0.298 0.598 -1.681
N -1.007 0.846 1.123
Si 0.667 -0.292 -0.195
Cl 2.647 0.147 0.174
H -0.195 3.491 1.028
H -0.182 3.794 2.622
H 1.315 2.837 1.846
H 0.656 -3.253 -1.641
H 1.671 -3.441 -0.257
H 0.005 -4.015 -0.368
H -0.975 0.558 -3.375
H -0.395 -0.952 -2.964
H -1.512 -0.370 -1.859
H 0.296 0.973 2.877
H -1.250 1.768 2.988
H -0.194 -2.199 0.963
H -1.079 -2.061 -0.392
H 1.124 0.939 -2.306
H -1.667 1.326 0.482